[1]
Entry from the Open Molecules 2025 dataset: a cluster of 2 separate species, C52H62F3N2 in total (the ωB97M-V functional and the def2-TZVPD basis).

As for the total charge: +1.

Last column: Mulliken charge in e.
CARTESIAN COORDINATES (ANGSTROEM)
H -1.43 -3.78 0.29  0.7050
H -3.43 4.41 1.50  0.4467
H 6.42 -0.60 1.16  0.4051
H 1.04 0.69 3.77  0.1792
H -4.12 -4.01 0.24  0.4562
C -3.69 -0.24 -0.77  -0.0319
H -0.84 -2.09 0.13  -0.6393
C 3.08 1.98 -1.98  -1.7086
H -4.16 -2.85 -1.10  0.3639
H -0.64 4.00 -5.11  0.4759
C 2.54 -2.92 2.05  1.6897
H 2.95 3.42 3.98  0.4557
F -0.62 2.66 -8.51  -0.2470
C -2.98 2.52 2.51  2.3037
C -0.03 -3.78 -2.89  -0.8643
C -0.81 2.20 -3.93  -0.1299
N -1.09 0.02 1.69  1.5968
H 3.53 4.41 1.70  0.3945
H -4.66 1.67 3.58  0.4455
H -0.45 2.68 -3.02  0.3518
H -1.51 -5.29 -3.34  0.4186
C 0.16 0.15 -0.47  0.2143
H -0.90 2.27 3.11  0.2582
H -3.97 3.05 -0.01  0.4894
C -1.72 0.98 -6.27  -1.6016
H -1.30 0.59 3.73  0.9689
C 0.09 -0.03 0.96  -0.7322
H -2.92 -1.21 -3.45  1.1549
H 3.85 3.33 0.34  0.3748
H -3.39 2.34 4.63  0.3646
H -4.41 1.48 -1.86  0.4540
C 2.57 -0.26 1.69  -2.5087
C 3.66 -0.38 -1.75  -1.0378
C -1.57 0.25 -5.10  -0.3905
C -2.12 -1.93 -3.23  -0.6765
H 5.34 1.59 0.96  0.3276
C -2.98 1.59 1.25  -0.3136
H 0.86 2.04 2.15  -0.1897
C 3.22 2.43 3.61  -1.8307
C 0.22 -2.42 -2.75  -0.8531
H 1.35 3.73 2.19  0.9586
H -3.17 0.77 3.83  0.1896
F -2.77 2.91 -8.10  -0.2481
C -3.58 1.78 3.71  -1.6472
H 1.04 -1.08 3.76  -0.2732
C -1.38 2.33 -6.27  0.4215
C 1.51 0.44 -0.93  0.3658
C -0.93 2.95 -5.10  -1.2260
C 4.73 0.74 1.27  -0.1772
C 3.38 0.91 1.62  0.9179
C -1.52 3.08 -7.56  0.8311
H -1.83 -2.79 -1.11  -0.7889
C -0.83 -0.19 3.12  -1.9179
H -1.78 -0.81 -5.18  0.5359
H 1.24 -2.06 -2.64  0.6530
C -1.59 3.05 2.81  -1.4830
H 1.12 2.55 -1.23  0.8433
H -3.88 4.36 3.21  0.4387
C -4.15 -2.94 0.00  -2.0727
H -4.88 3.51 2.03  0.4943
H 1.43 2.81 0.68  -0.1111
C 2.45 -0.60 -1.09  0.4449
C -2.36 -3.30 -3.41  -1.5071
C -1.03 0.80 -3.90  0.2498
C 5.35 -0.49 1.38  -1.5550
C -3.93 1.12 -0.94  -1.6175
H -1.17 3.57 1.94  0.3387
H 2.15 -4.22 3.75  0.4215
H 2.62 1.69 4.14  0.2361
H 2.73 -4.95 1.30  0.4452
C -3.85 3.77 2.29  -2.4018
H -0.75 0.57 -0.90  0.7495
C 3.89 3.41 1.43  -2.1184
H 0.81 -4.48 -2.82  0.5085
H -1.26 -1.14 3.48  0.5754
H 0.72 -4.03 1.72  0.9081
H 3.40 -3.73 0.20  0.2835
H -2.06 0.49 -7.19  0.4325
H -3.35 -3.64 -3.76  0.4253
C -2.94 -2.23 0.63  2.4526
C 3.97 0.92 -2.19  -0.9834
C 1.85 1.74 -1.37  0.1099
H -1.93 -2.50 2.55  0.1762
H 4.37 -1.20 -1.88  0.4468
C 3.20 -1.53 1.81  0.8950
H 0.45 -2.34 2.13  -0.2951
C -0.44 -0.05 -2.83  1.1519
C 3.00 2.35 2.09  2.4139
H 2.18 -2.49 4.17  0.3202
C 2.64 -3.26 3.54  -1.8154
N 1.14 -0.17 1.85  1.5771
H 3.69 -3.34 3.84  0.3798
C 3.29 -4.01 1.26  -1.7297
F -1.34 4.43 -7.42  -0.2709
C -0.81 -1.47 -2.91  1.5585
H 0.65 0.05 -2.92  0.5354
H 5.12 -2.51 2.05  0.3152
C 1.58 2.75 1.76  -1.5696
C -2.39 0.29 1.17  -0.8977
H -5.08 -2.52 0.40  0.4156
C 1.10 -3.01 1.57  -0.8087
H -3.22 -3.64 2.23  0.4999
H 2.19 -1.60 -0.74  0.3203
C -3.65 2.01 0.09  -0.2710
C -3.01 -0.70 0.35  -0.2828
C -1.68 -2.76 -0.03  -0.1580
H -3.64 -1.98 2.68  0.2373
H -4.07 -0.94 -1.52  0.5881
H -1.63 3.77 3.64  0.5780
H 4.93 1.11 -2.68  0.3546
H 1.03 -2.78 0.51  -0.4733
C 4.60 -1.58 1.79  -0.2724
H 4.27 2.24 3.85  0.4488
C -2.93 -2.59 2.11  -1.4914
H 4.93 3.34 1.77  0.5005
C -1.32 -4.22 -3.21  -0.7256
C 0.65 -0.20 3.24  0.6905
H 3.34 3.00 -2.29  0.5185
H 4.29 -4.22 1.67  0.4972

[2]
Entry from the Open Molecules 2025 dataset: a structure of composition C52H64F3O9PSSeW (the ωB97M-V functional and the def2-TZVPD basis).

As for the total charge: +2.

Last column: Mulliken charge in e.
CARTESIAN COORDINATES (ANGSTROEM)
Se -0.55 2.73 0.55  0.3486
C 3.53 3.05 -0.76  0.1255
C 3.75 -0.44 3.23  -0.9719
H 4.20 3.88 -3.43  0.3388
H -4.87 4.50 5.09  0.4809
F 0.53 -2.07 4.19  -0.2223
H 1.30 6.22 3.64  0.5936
C 3.24 1.48 -0.60  0.4440
H 2.86 -0.06 -2.80  -0.3123
O 0.44 1.13 3.65  -0.4814
C 4.21 1.26 -1.81  -0.1100
H 4.08 -1.42 2.89  0.6674
H 0.49 0.28 -3.27  -0.0610
C 1.78 1.90 -0.73  0.5708
O -0.63 -2.52 0.17  0.7840
C 2.00 2.67 1.85  1.0202
H 5.76 2.15 0.20  -0.0071
H -5.17 0.57 2.82  0.7980
C 2.74 1.97 4.24  -0.2734
H -3.65 2.78 6.53  0.4748
H 5.83 3.20 -3.44  0.4113
C -3.64 0.26 1.37  -0.7557
O 1.96 -4.04 -0.42  -0.7668
H -5.96 -1.30 2.04  0.4610
H -5.46 0.85 5.01  0.4094
H 2.83 0.84 -5.03  0.7139
H 3.64 4.40 4.26  0.2663
H -2.47 -1.75 -1.74  -0.1886
H -1.78 -3.77 1.36  0.4432
H -0.46 -2.88 2.18  0.1177
H 2.25 6.52 0.74  0.3606
C 1.76 3.23 -2.94  -1.2074
H -6.49 -1.43 0.38  0.4856
C 1.23 1.92 0.69  -2.1891
O -0.60 -0.93 -2.02  -0.1986
H 2.31 2.89 4.61  0.4708
H 5.00 0.59 -1.47  1.1965
H 3.93 2.38 2.75  1.1846
C -4.42 4.05 4.21  -1.6770
H 4.03 2.02 -4.69  0.5751
C 6.65 -1.93 0.03  -0.8907
H 1.60 2.82 -4.92  0.4926
C 3.17 1.02 5.12  -1.5149
C 2.12 2.53 -4.01  -1.1470
H -1.94 3.31 3.12  0.6209
O 0.05 -0.36 2.00  1.6679
H -1.74 -3.89 -0.93  0.6102
C 4.81 -3.40 -0.48  -0.4712
H -0.07 -3.66 -1.48  0.4939
H -5.09 4.22 3.37  0.3558
H 2.70 7.32 2.25  0.5002
H -0.87 -0.57 -4.03  0.6179
H 6.15 0.04 0.70  0.4663
C 2.77 3.95 1.44  0.5145
C 5.76 -0.92 0.37  0.1507
C 6.18 -3.15 -0.41  -0.8324
H 3.94 6.59 1.26  0.4396
H -5.09 -0.85 -1.54  0.4316
C 2.11 3.18 -1.48  0.1187
H 0.99 3.96 -3.12  0.5288
O 0.92 0.93 -1.29  -0.4840
P 3.16 0.13 0.62  2.8311
C -0.35 -1.06 4.23  -0.0857
H 4.45 0.00 -3.50  0.6731
C 2.71 5.17 2.39  1.3688
O -1.57 -0.02 0.12  -0.6136
C 3.94 -2.39 -0.11  -0.2074
S 2.21 -2.70 -0.01  1.8583
H -5.94 2.39 5.71  0.4471
C 0.10 0.06 3.25  0.1603
C -3.87 -2.10 0.55  -1.5029
F -1.56 -1.53 3.89  -0.1590
C -4.21 2.55 4.45  2.0219
C -0.05 -0.66 -3.32  -0.8590
H 0.62 -1.47 -3.61  0.3256
C -5.92 -0.81 1.07  -2.5127
H 5.47 4.58 -2.44  0.4031
H 1.20 3.00 2.49  0.4909
H 0.53 5.32 2.34  0.2728
C 3.18 1.51 -4.24  -1.5157
C 3.54 4.01 0.35  -0.7926
C -2.39 2.42 2.70  -0.4768
H 7.72 -1.75 0.10  0.4963
H -3.05 1.29 5.80  0.3115
H -2.83 -2.07 0.24  0.0066
H 6.34 3.66 -0.48  0.3802
H 4.01 -0.95 5.28  0.4537
C -3.24 2.35 5.62  -1.5277
H -2.28 2.83 5.42  0.2642
C 3.36 0.54 2.34  -0.3260
C -0.75 -3.43 1.29  -1.1757
H 4.11 4.91 0.17  0.4822
C 4.39 -1.14 0.29  -0.4916
C -4.57 -0.14 -0.89  -1.4792
W 0.33 -0.17 0.09  0.2422
H -1.51 -2.49 -3.03  0.9235
H -4.42 -2.75 -0.14  0.5465
C -4.48 -0.70 0.54  2.5519
C -1.77 1.78 1.63  -0.4441
H -0.07 -4.28 1.14  0.3998
H -6.29 2.05 4.02  0.4227
H 1.59 4.03 -1.03  0.4567
C 2.91 6.47 1.60  -1.8712
C -4.19 0.89 2.50  0.0260
F -0.40 -0.59 5.47  -0.2544
C -0.95 -3.14 -1.09  -1.0406
C 4.75 2.73 -1.64  1.1888
H -6.41 0.15 1.13  0.4512
C -5.55 1.92 4.81  -2.1960
H 4.43 -4.36 -0.79  0.6878
H 3.08 1.16 6.18  0.5681
C 2.94 1.85 2.80  -0.5594
H 6.88 -3.93 -0.68  0.4551
H -3.92 -2.54 1.54  0.4365
C 3.82 5.11 3.46  -1.6548
H 3.91 6.09 3.94  0.5316
C 5.98 2.66 -0.73  -1.4785
H 1.12 4.49 3.78  0.1861
C 5.06 3.64 -2.81  -1.7912
O 1.61 -1.63 -0.95  -0.8056
C 1.34 5.29 3.07  -1.6758
H -3.49 4.57 4.02  0.3011
C 3.66 0.63 -3.09  -0.7101
C 3.68 -0.18 4.60  -0.8207
C -3.59 1.92 3.20  -0.7176
H 4.78 4.89 3.00  0.2775
H -5.15 0.79 -0.90  0.4017
C -1.47 -2.08 -2.02  -0.3966
H 6.79 2.13 -1.23  0.4294
O 1.82 -2.28 1.33  -0.5633
C -2.33 0.64 1.05  0.8321
H -3.60 0.09 -1.32  0.1519

[3]
Entry from the Open Molecules 2025 dataset: a structure of composition C52H66CdClN7O4S2 (the ωB97M-V functional and the def2-TZVPD basis).

As for the total charge: -2.

Last column: Mulliken charge in e.
CARTESIAN COORDINATES (ANGSTROEM)
H 1.52 -6.23 -1.28  0.1981
H 6.34 3.49 3.00  0.4506
H 1.49 -2.78 1.57  0.1645
H 2.61 -1.15 5.44  0.5988
H 4.70 -1.45 2.39  0.4528
C 5.27 3.45 3.10  -0.8032
C -3.88 0.40 -1.94  0.0410
H 5.62 -0.26 -2.17  0.3966
H 4.19 -1.81 4.04  0.5443
H 5.03 1.21 0.55  0.0181
H 0.80 5.35 -0.88  0.4124
C 0.49 -4.25 -2.93  1.0821
C -1.58 -5.73 -3.28  -1.2962
C -4.91 -1.60 -1.93  0.7693
H -0.42 4.73 1.86  -0.0223
H 4.80 -1.61 -2.95  0.4101
C -6.34 0.61 0.29  -0.8646
H 3.98 3.08 -1.64  0.5852
C -0.16 2.75 -1.33  0.0009
N -1.25 -0.29 0.43  0.3033
H 1.06 3.99 1.24  -0.6600
H 5.26 1.88 -1.85  0.4837
H 1.26 1.13 3.13  0.1768
H -7.26 1.08 0.66  0.4209
C 1.22 2.46 -1.34  -0.3767
H 1.45 -0.19 1.09  -0.1861
C -1.84 -6.60 -2.04  -1.0138
H -6.91 -2.30 -2.16  0.4280
C 1.43 0.64 4.08  -0.8214
H 3.07 -0.70 0.65  -0.3913
C 1.55 -0.88 3.82  1.1791
H -2.42 -6.04 -1.30  0.2526
C 1.95 -2.21 -2.46  -1.1347
H -5.50 1.26 0.55  -0.1265
H 4.29 -0.12 3.47  0.1712
H 2.69 -4.90 -1.37  -0.0725
C -0.78 3.92 -0.81  1.1541
C 4.02 -1.14 3.19  -2.2858
H 6.03 -2.41 -0.94  0.5643
H -7.25 -0.22 -1.49  0.3658
H -4.46 2.40 -1.45  0.2001
H -2.40 -7.50 -2.30  0.3698
H 2.27 -3.36 3.06  0.4175
C -2.85 -2.96 -2.49  -0.0122
H 5.37 2.94 0.42  0.7320
C -5.93 -2.70 -1.87  -1.2677
H -6.53 1.38 -1.70  0.0689
H -6.77 -4.17 -0.49  0.3865
C -3.23 4.67 -0.46  -0.7275
N -1.15 1.90 -1.77  -0.9343
C 3.30 1.06 -1.63  1.2824
H -0.72 5.98 -0.26  0.4019
C 0.70 -2.85 -2.59  0.1664
H -0.36 -2.18 0.81  0.4509
H 1.17 -6.09 -3.75  0.2932
C 0.43 4.88 1.19  0.2790
H 1.42 3.37 3.43  0.5074
C 2.25 -5.74 -1.92  -0.7027
C 4.65 2.47 3.86  -0.0966
H 3.72 2.37 0.76  -0.6841
C -2.16 3.75 -0.94  0.1614
C -6.39 0.41 -1.23  -0.7981
C -3.54 -1.75 -2.24  -0.5203
C 2.50 3.38 3.34  0.3388
H 2.34 -4.77 -3.85  0.3946
O -6.71 3.21 -4.41  -0.6929
H 2.49 5.12 2.08  0.3957
H -4.11 4.62 -1.11  -0.0163
C 4.48 4.40 2.46  0.2532
H 5.27 1.73 4.36  0.3675
O -6.04 3.83 -2.15  -0.6279
C -1.49 0.72 1.31  -0.7202
H 1.87 3.29 -1.06  0.0052
H 3.37 0.64 5.16  0.6371
H 3.05 -6.46 -2.14  0.3934
C -0.06 5.11 -0.24  -1.6227
H -2.81 4.35 1.66  0.1209
C 5.09 -1.86 -0.83  -0.2866
H -6.40 -2.61 0.24  0.2228
C -0.86 -4.46 -2.94  1.0678
H -2.54 -5.49 -3.75  0.4079
S -5.69 3.81 -3.57  1.2479
C 4.33 2.10 -1.31  -2.0168
C 2.47 -0.29 1.47  0.2003
H -0.46 -1.26 4.42  0.5680
O 1.87 -1.59 5.02  -0.7001
H 2.83 -2.82 -2.63  0.2480
C -3.66 4.33 0.97  -0.8428
C 0.13 -1.41 3.52  -2.4796
C -5.13 -0.24 -1.72  0.1809
H 2.86 0.70 1.70  -0.6708
H -1.00 -6.30 -4.00  0.4213
H -6.20 -0.34 0.80  0.2119
C 1.58 -5.23 -3.21  -1.2080
C 1.87 1.28 -1.63  -0.1864
C 3.10 4.38 2.58  -0.8858
C -3.66 1.89 -1.99  1.9635
H 1.00 5.74 1.55  0.5808
C -6.05 -3.34 -0.48  -1.0212
C 2.37 -2.68 2.21  -2.1448
N -0.53 -0.77 2.42  0.9580
C -1.49 -3.20 -2.61  -0.3063
C 4.81 -0.98 -2.05  -1.3442
Cd -0.87 -0.18 -2.07  0.9196
Cl 5.24 5.64 1.51  -0.2529
O -5.19 5.08 -4.05  -0.6904
C 2.60 1.34 4.82  -1.7792
C -2.34 2.47 -1.55  -0.7842
H -4.42 5.02 1.34  0.4967
N 1.25 0.08 -1.94  -0.6115
H 5.16 -1.25 0.07  -0.2446
H -5.67 -3.47 -2.60  0.4127
H 3.23 -3.00 1.62  0.4845
H 0.52 0.78 4.66  0.8957
N -1.07 0.47 2.53  -1.0353
C 4.63 2.16 0.20  0.3355
C 2.58 -1.23 2.68  3.6879
C -0.70 -1.21 1.16  -0.5201
H -2.86 5.70 -0.48  0.5234
H -0.90 -6.90 -1.58  0.2187
N -0.50 -2.26 -2.41  -0.4300
H -5.08 -3.72 -0.16  0.2202
S -4.00 2.47 -3.76  -0.2586
N -2.95 -0.51 -2.24  -0.9230
H -1.94 1.66 1.01  0.6597
C 3.51 -0.26 -1.94  1.1078
H 0.17 -2.48 3.32  0.4463
H -4.09 3.32 1.01  -0.1558
H 2.20 1.82 5.72  0.2346
C 2.19 -0.86 -2.14  0.0195
H -3.48 -3.84 -2.58  0.0879
C 3.27 2.41 3.99  0.1130
H 4.28 -2.58 -0.68  -0.1331

Table of energy above the lowest of the compared OMol25 structures with the same formula, charge and spin (kJ/mol), in record order: 79.5; 596.2; 64.7
Table of HOMO level (Ha), in record order: -0.3721; -0.4814; -0.0280
Table of F_max (eV/A), in record order: 4.84; 1.02; 1.10